{
  "formula": "C27H71N2O11P2",
  "method": "ωB97M-V/def2-TZVPD",
  "lumo_energy_ev": [0.1689, 0.1571],
  "homo_ev": [-8.38, -8.76],
  "spin_multiplicity": 2,
  "total_charge": 0,
  "species": ["C", "C", "C", "C", "C", "C", "C", "C", "C", "N", "P", "P", "O", "O", "O", "C", "C", "C", "C", "N", "O", "H", "H", "H", "H", "H", "H", "H", "H", "H", "H", "H", "H", "H", "H", "H", "H", "H", "H", "H", "H", "H", "H", "H", "H", "H", "H", "H", "H", "H", "C", "C", "O", "H", "H", "H", "H", "H", "H", "C", "C", "O", "H", "H", "H", "H", "H", "H", "C", "C", "O", "H", "H", "H", "H", "H", "H", "C", "C", "O", "H", "H", "H", "H", "H", "H", "C", "C", "O", "H", "H", "H", "H", "H", "H", "C", "C", "O", "H", "H", "H", "H", "H", "H", "C", "C", "O", "H", "H", "H", "H", "H", "H"],
  "xyz": [[-2.703, -2.462, 3.907], [-1.855, -1.158, 3.648], [-0.379, -1.581, 4.026], [-1.808, -0.802, 2.130], [-3.022, 0.012, 1.590], [-2.725, 0.707, 0.202], [-1.398, 1.535, 0.189], [-0.517, 0.981, -0.980], [0.903, 1.598, -1.013], [1.617, 1.504, 0.295], [-4.579, -1.014, 1.363], [-4.341, -2.386, -0.302], [-2.937, -2.515, -0.818], [-4.805, -3.926, 0.200], [-5.462, -1.964, -1.480], [-3.340, 1.171, 2.599], [-3.356, 0.766, 4.111], [-3.273, 2.129, 4.904], [-4.758, 0.162, 4.498], [-2.202, -0.040, 4.550], [-1.174, 0.683, 4.840], [-2.139, -3.291, 3.451], [-2.687, -2.623, 5.005], [-3.740, -2.380, 3.548], [0.359, -0.894, 3.578], [-0.264, -1.689, 5.116], [-0.193, -2.571, 3.553], [-0.826, -0.347, 1.919], [-1.813, -1.774, 1.583], [-3.557, 1.434, 0.050], [-2.777, 0.001, -0.645], [-0.859, 1.567, 1.151], [-1.603, 2.599, -0.094], [-0.443, -0.124, -0.990], [-1.016, 1.269, -1.930], [0.911, 2.633, -1.407], [1.518, 1.004, -1.750], [1.835, 0.517, 0.405], [2.505, 1.983, 0.180], [-5.600, -0.080, 0.985], [-5.515, -3.850, 0.848], [-6.283, -1.816, -0.996], [-2.622, 2.011, 2.491], [-4.326, 1.598, 2.312], [-3.224, 1.977, 5.993], [-2.503, 2.804, 4.503], [-4.252, 2.626, 4.702], [-4.753, -0.924, 4.674], [-5.053, 0.626, 5.464], [-5.510, 0.479, 3.756], [1.458, 6.433, -2.320], [0.593, 5.508, -3.156], [0.172, 4.380, -2.390], [2.335, 5.902, -1.946], [1.790, 7.293, -2.905], [0.906, 6.796, -1.449], [1.153, 5.132, -4.012], [-0.292, 6.035, -3.527], [-0.332, 4.707, -1.637], [3.101, -1.800, -4.886], [2.802, -0.913, -3.690], [3.998, -0.615, -2.973], [3.567, -2.728, -4.570], [2.184, -2.034, -5.432], [3.800, -1.310, -5.569], [2.120, -1.414, -3.003], [2.340, 0.029, -4.008], [4.592, -0.164, -3.577], [8.012, -2.720, -4.156], [6.554, -2.303, -4.163], [5.774, -3.216, -4.929], [8.404, -2.764, -5.174], [8.616, -2.017, -3.576], [8.124, -3.718, -3.725], [6.442, -1.315, -4.613], [6.156, -2.265, -3.146], [5.869, -4.083, -4.523], [10.215, -4.680, -0.764], [8.756, -4.265, -0.779], [7.987, -5.187, -1.549], [10.609, -4.725, -1.781], [10.817, -3.978, -0.184], [10.329, -5.678, -0.332], [8.645, -3.280, -1.231], [8.351, -4.228, 0.237], [8.083, -6.051, -1.143], [-0.103, 6.171, 2.164], [0.000, 5.066, 1.131], [-1.279, 4.803, 0.544], [-0.813, 5.897, 2.946], [0.867, 6.369, 2.622], [-0.470, 7.095, 1.707], [0.345, 4.141, 1.592], [0.706, 5.340, 0.340], [-1.584, 5.616, 0.127], [-2.374, -6.114, 2.223], [-2.291, -7.203, 1.171], [-3.573, -7.446, 0.599], [-3.074, -6.396, 3.012], [-1.395, -5.927, 2.671], [-2.743, -5.183, 1.784], [-1.944, -8.137, 1.613], [-1.597, -6.919, 0.374], [-3.873, -6.624, 0.200], [-4.739, 3.997, -2.659], [-5.039, 4.646, -1.320], [-4.293, 4.021, -0.280], [-4.979, 2.933, -2.629], [-5.315, 4.465, -3.460], [-3.675, 4.079, -2.899], [-6.096, 4.543, -1.075], [-4.792, 5.713, -1.343], [-3.359, 4.121, -0.489]],
  "forces_ev_per_a": [[0.425, 1.020, 0.649], [1.473, -2.197, 0.085], [-0.461, -0.476, -0.733], [-0.883, -0.948, -0.140], [0.842, 1.334, -0.817], [-0.232, 0.933, 0.775], [-0.104, -0.151, -1.519], [0.525, 0.803, 0.334], [0.771, -0.795, -0.778], [-0.570, 0.153, -0.530], [-0.626, -0.356, 1.608], [1.468, -1.331, -2.285], [-2.147, 0.396, 0.680], [0.174, 2.222, -0.351], [1.375, -0.667, 1.748], [-0.071, -0.544, -0.015], [-1.572, 1.873, 0.831], [-1.184, -0.032, -0.845], [0.528, 0.196, 0.755], [0.366, 0.575, -1.834], [-0.265, -0.109, 0.448], [-0.629, 0.246, -0.028], [-0.227, -0.050, -0.540], [0.503, -0.292, 0.100], [-0.315, -0.135, 0.639], [0.073, 0.208, -0.490], [-0.114, 0.532, 0.312], [-0.719, 0.274, -0.083], [0.256, 0.497, 0.320], [0.312, -0.539, 0.056], [0.281, 0.143, 0.517], [-0.215, -0.194, -0.460], [0.062, -0.870, 0.492], [-0.129, 0.409, 0.287], [0.220, -0.281, 0.412], [-0.179, -0.564, 0.624], [-0.704, 0.549, 0.248], [0.151, 0.131, 0.260], [-0.015, -0.141, 0.141], [0.707, -0.256, -0.437], [-0.133, -0.201, 0.194], [-0.407, 0.128, -0.301], [-0.105, -0.727, -0.266], [0.502, -0.107, 0.422], [0.328, 0.014, -0.476], [-0.064, -0.436, 0.501], [0.568, -0.197, 0.149], [-0.096, 0.430, -0.421], [0.090, -0.389, -0.503], [0.280, -0.428, 0.324], [0.074, 0.013, -0.030], [-0.151, 0.074, 0.356], [0.038, 0.137, -0.347], [0.000, -0.002, -0.071], [-0.013, 0.012, 0.055], [-0.029, 0.096, -0.078], [-0.079, -0.114, 0.045], [0.094, 0.082, -0.140], [-0.059, -0.163, 0.151], [-0.332, 0.041, 0.085], [0.227, 0.069, -0.426], [-0.167, -0.049, 0.405], [-0.046, 0.023, 0.014], [0.021, 0.062, -0.034], [-0.063, 0.007, -0.032], [0.112, 0.075, 0.105], [-0.170, -0.079, 0.004], [0.060, 0.026, -0.065], [0.115, 0.006, -0.088], [0.153, -0.460, 0.202], [0.135, 0.102, -0.197], [-0.021, 0.101, 0.017], [0.018, -0.034, -0.009], [-0.023, 0.064, 0.112], [-0.104, -0.080, -0.093], [0.055, 0.184, 0.024], [0.032, -0.063, 0.023], [0.080, 0.071, -0.020], [0.139, -0.406, 0.115], [-0.146, 0.292, -0.187], [-0.030, 0.078, 0.017], [0.018, -0.053, 0.007], [0.002, 0.059, 0.092], [-0.137, -0.092, -0.069], [0.071, 0.156, 0.019], [-0.027, -0.090, -0.002], [-0.082, 0.002, 0.031], [0.042, 0.286, 0.107], [-0.031, -0.083, -0.369], [0.067, -0.053, 0.001], [-0.025, 0.020, -0.021], [0.105, 0.025, -0.012], [-0.130, -0.091, -0.169], [0.116, -0.088, 0.124], [-0.061, 0.180, 0.221], [0.029, 0.084, 0.101], [-0.207, 0.337, -0.136], [0.003, -0.256, 0.070], [0.065, -0.072, 0.003], [-0.028, 0.036, 0.000], [0.109, -0.006, -0.048], [-0.121, -0.049, -0.092], [0.141, -0.023, 0.111], [-0.006, 0.055, -0.033], [-0.051, -0.019, -0.055], [0.395, -0.112, -0.117], [-0.279, 0.015, 0.105], [-0.053, 0.040, 0.017], [0.047, -0.016, -0.014], [-0.025, 0.075, -0.033], [0.068, -0.012, 0.130], [-0.163, 0.047, -0.088], [0.111, -0.123, 0.144]]
}